(1)
The following is a quantum chemistry calculation of 6 unconnected molecules or ions with the total composition C26H61O20PS6 at a distorted geometry, from OMol25.

```
114
Properties=species:S:1:pos:R:3
C 2.90 -1.00 8.99
O 2.51 -1.57 7.75
C 1.55 -0.78 7.07
C 0.81 -1.62 6.03
C 0.31 -2.97 6.56
C -1.20 -3.05 6.90
C -1.82 -1.77 7.49
C -2.97 -1.25 6.63
C -2.62 -0.55 5.33
C -2.08 0.87 5.41
O -1.24 1.11 6.55
C -1.79 1.84 7.55
O -1.64 1.57 8.71
O -3.83 -0.41 7.47
C -5.12 -0.43 7.15
O -5.63 0.14 6.21
P -6.25 -1.41 8.28
S -5.42 -2.54 9.61
H 2.19 -1.27 9.77
H 3.89 -1.39 9.23
H 2.97 0.09 8.92
H 0.86 -0.31 7.78
H 2.08 0.02 6.55
H 0.01 -0.99 5.65
H 1.51 -1.78 5.21
H 0.92 -3.29 7.40
H 0.48 -3.72 5.78
H -1.32 -3.85 7.63
H -1.77 -3.37 6.03
H -1.09 -1.00 7.68
H -2.28 -2.01 8.45
H -3.55 -2.14 6.35
H -3.55 -0.48 4.75
H -1.97 -1.20 4.75
H -2.89 1.61 5.38
H -1.45 1.06 4.54
H -2.30 2.75 7.23
H -7.05 -2.08 7.34
H -7.09 -0.40 8.76
O 1.04 0.55 2.60
S 1.57 0.88 1.31
O 2.98 0.83 1.08
O 1.02 2.32 0.89
C 1.21 3.40 1.83
C 2.62 3.94 1.82
C 0.75 -0.05 0.07
H 0.92 3.06 2.83
H 0.50 4.16 1.52
H 3.33 3.22 2.20
H 2.67 4.84 2.44
H 2.92 4.20 0.80
H -0.32 0.02 0.23
H 1.08 -1.08 0.17
H 1.03 0.34 -0.90
O -1.75 -0.56 -1.94
S -2.45 0.51 -2.59
O -3.62 1.05 -1.98
O -2.76 0.09 -4.08
C -3.43 -1.18 -4.30
C -4.91 -1.11 -4.01
C -1.32 1.81 -2.95
H -2.93 -1.95 -3.71
H -3.25 -1.41 -5.35
H -5.09 -0.96 -2.95
H -5.39 -2.04 -4.32
H -5.37 -0.28 -4.55
H -0.45 1.40 -3.44
H -1.05 2.27 -2.00
H -1.82 2.54 -3.59
O 4.01 -0.36 -4.07
S 4.94 -1.27 -3.47
O 4.48 -2.21 -2.49
O 6.16 -0.45 -2.88
C 5.84 0.66 -2.00
C 5.47 0.21 -0.60
C 5.83 -2.13 -4.72
H 5.05 1.25 -2.45
H 6.74 1.27 -1.98
H 4.53 -0.34 -0.60
H 5.36 1.07 0.05
H 6.24 -0.45 -0.19
H 6.21 -1.41 -5.44
H 5.14 -2.82 -5.19
H 6.64 -2.68 -4.25
O 7.48 0.14 -7.42
S 8.60 1.03 -7.52
O 8.49 2.25 -8.27
O 9.86 0.21 -8.02
C 9.71 -0.57 -9.23
C 9.77 0.28 -10.49
C 9.20 1.41 -5.91
H 8.78 -1.14 -9.18
H 10.54 -1.27 -9.21
H 8.91 0.94 -10.56
H 9.79 -0.36 -11.36
H 10.67 0.90 -10.48
H 9.32 0.48 -5.35
H 8.46 2.05 -5.44
H 10.15 1.93 -6.00
O -7.62 0.33 -5.12
S -8.88 0.01 -4.50
O -9.46 -1.28 -4.70
O -9.93 1.14 -4.88
C -10.09 1.45 -6.29
C -10.93 0.43 -7.02
C -8.79 0.35 -2.78
H -9.11 1.57 -6.74
H -10.58 2.42 -6.29
H -10.42 -0.53 -7.08
H -11.14 0.78 -8.03
H -11.88 0.27 -6.50
H -8.38 1.35 -2.64
H -8.14 -0.40 -2.34
H -9.79 0.28 -2.36
```

structure (SMILES): COCCCCC[C@H](CCOC=O)OC(=O)[PH2]=S.CCOS(C)(=O)=O.CCOS(C)(=O)=O.CCOS(C)(=O)=O.CCOS(C)(=O)=O.CCOS(C)(=O)=O
orbital gap: 9.23 eV

(2)
The following is a quantum chemistry calculation of 9 unconnected molecules or ions with the total composition C23H64O9 at a distorted geometry, from OMol25.

```
96
Properties=species:S:1:pos:R:3
C 9.44 -0.64 40.20
O 8.07 -0.57 39.82
H 9.80 0.35 40.49
H 9.51 -1.28 41.08
H 10.08 -1.08 39.44
H 7.56 0.04 40.35
C 15.74 -1.72 40.06
O 15.11 -1.88 41.30
H 15.11 -1.93 39.19
H 16.09 -0.69 40.05
H 16.59 -2.41 40.01
H 15.39 -1.14 41.85
C 2.92 4.40 39.57
C 3.50 4.67 40.94
C 2.49 5.44 41.81
O 3.83 3.49 41.63
H 2.79 5.37 39.10
H 1.93 3.97 39.74
H 3.50 3.87 38.82
H 4.37 5.31 40.82
H 1.47 5.05 41.78
H 2.42 6.47 41.45
H 2.92 5.50 42.81
H 4.41 3.67 42.37
C 13.59 -6.49 45.55
C 12.26 -5.81 45.38
C 12.03 -4.52 46.15
O 12.15 -5.46 44.03
H 13.80 -6.83 46.57
H 14.35 -5.78 45.22
H 13.64 -7.26 44.78
H 11.43 -6.47 45.63
H 12.81 -3.80 45.92
H 12.03 -4.67 47.23
H 11.11 -4.02 45.84
H 12.73 -4.75 43.75
C 15.05 -0.91 32.28
C 13.67 -0.48 32.75
C 13.18 0.75 32.04
O 12.85 -1.60 32.50
H 15.39 -1.69 32.96
H 15.73 -0.05 32.27
H 15.02 -1.34 31.28
H 13.68 -0.34 33.83
H 12.97 0.47 31.00
H 13.90 1.55 31.92
H 12.36 1.25 32.56
H 11.98 -1.43 32.87
C 6.27 -0.61 32.02
C 6.03 -1.25 33.37
C 5.62 -2.73 33.24
O 7.25 -1.18 34.04
H 5.27 -0.44 31.61
H 6.78 -1.30 31.35
H 6.78 0.36 32.04
H 5.26 -0.71 33.93
H 4.92 -2.98 32.45
H 5.18 -3.12 34.16
H 6.47 -3.38 33.01
H 7.11 -1.23 34.99
C 9.94 4.16 45.18
C 9.23 2.95 45.79
C 9.86 2.44 47.09
O 7.89 3.31 46.11
H 10.95 3.84 44.91
H 10.05 4.94 45.93
H 9.49 4.51 44.26
H 9.21 2.18 45.03
H 9.86 3.26 47.82
H 10.88 2.11 46.88
H 9.38 1.52 47.43
H 7.92 3.95 46.83
C 7.20 -6.64 39.33
C 6.31 -6.56 40.58
C 4.89 -7.06 40.32
O 6.94 -7.26 41.65
H 6.63 -6.41 38.43
H 7.56 -7.66 39.22
H 8.00 -5.91 39.25
H 6.27 -5.52 40.92
H 4.60 -6.61 39.38
H 4.25 -6.58 41.05
H 4.80 -8.14 40.22
H 7.85 -6.94 41.69
C -0.32 -1.70 40.49
C -1.37 -0.61 40.72
C -2.74 -1.08 41.16
O -0.92 0.24 41.73
H 0.59 -1.31 40.02
H -0.76 -2.36 39.74
H -0.01 -2.10 41.45
H -1.46 -0.05 39.79
H -2.82 -1.42 42.19
H -3.14 -1.89 40.55
H -3.51 -0.32 41.04
H 0.00 0.47 41.63
```

structure (SMILES): CC(C)O.CC(C)O.CC(C)O.CC(C)O.CC(C)O.CC(C)O.CC(C)O.CO.CO
orbital gap: 10.11 eV

(3)
The following is a quantum chemistry calculation of 4 unconnected molecules or ions with the total composition C5H14N2O3 at a distorted geometry, from OMol25.

```
24
Properties=species:S:1:pos:R:3
C 0.77 0.96 0.92
C -0.62 0.46 1.29
C -1.49 0.23 0.09
C -2.62 0.89 -0.30
N -3.16 0.32 -1.43
C -2.43 -0.74 -1.65
N -1.37 -0.81 -0.78
H 1.61 0.79 1.59
H 0.76 2.03 0.71
H 1.11 0.39 0.07
H -0.48 -0.52 1.74
H -1.20 1.13 1.92
H -3.08 1.78 0.09
H -2.41 -1.21 -2.62
H -0.62 -1.49 -0.70
H 2.55 -2.85 1.83
H 1.77 -1.87 2.80
O 1.79 -2.28 1.92
H 2.77 3.13 1.67
H 3.97 2.27 2.06
O 3.48 2.60 1.30
H 1.34 -1.36 -2.62
H 2.67 -0.79 -3.02
O 2.26 -1.34 -2.34
```

structure (SMILES): CCc1cnc[nH]1.O.O.O
orbital gap: 8.81 eV

(4)
The following is a quantum chemistry calculation of 4 unconnected molecules or ions with the total composition C42H88ClFIN2O6P2 at a distorted geometry, from OMol25.

```
143
Properties=species:S:1:pos:R:3
C 0.37 -2.60 4.07
C 1.45 -1.92 3.15
C 0.97 -0.50 2.84
F 1.35 0.26 3.96
C 1.45 0.16 1.52
C 2.24 -0.76 0.54
C 1.36 -1.50 -0.54
C 1.26 -3.05 -0.30
C -0.03 -3.54 0.41
O 0.26 -4.53 1.42
C 0.44 -5.77 0.87
O -0.33 -6.34 0.20
P 2.42 -1.32 -2.13
N 3.63 -2.53 -2.04
O 1.40 -1.77 -3.36
C 0.03 -0.81 -0.89
N -0.57 0.00 0.24
P -2.23 0.43 -0.42
O -2.36 2.03 -0.72
I -3.62 0.04 1.58
C 0.35 1.05 0.79
C -0.23 1.93 1.95
C -0.78 3.35 1.59
C -2.17 3.74 2.21
C -2.94 4.73 1.27
C -4.45 4.93 1.59
C -5.41 4.38 0.47
C -6.36 3.29 1.05
C -7.27 2.64 -0.04
C -7.25 1.09 -0.04
C -7.78 0.50 1.30
O -7.44 -0.88 1.45
C -6.91 -1.19 2.72
C 1.03 1.85 -0.35
C 1.83 3.10 0.02
O 1.70 4.04 -0.63
Cl 3.01 3.23 1.34
H -0.58 -2.55 3.50
H 0.60 -3.67 4.15
H 0.28 -2.11 5.04
H 1.55 -2.60 2.29
H 2.40 -1.96 3.70
H -0.14 -0.54 2.91
H 2.20 0.91 1.86
H 2.91 -0.07 -0.01
H 2.92 -1.47 1.03
H 1.29 -3.53 -1.29
H 2.16 -3.40 0.23
H -0.71 -3.99 -0.34
H -0.62 -2.76 0.92
H 1.39 -6.28 1.14
H 4.53 -2.14 -1.79
H 3.71 -3.05 -2.91
H 1.48 -1.10 -4.06
H -0.74 -1.55 -1.14
H 0.12 -0.21 -1.82
H -0.80 -0.72 0.94
H -2.25 2.19 -1.67
H 0.62 2.11 2.62
H -1.00 1.38 2.51
H -0.10 4.10 2.04
H -0.74 3.60 0.52
H -2.77 2.88 2.54
H -1.97 4.33 3.13
H -2.46 5.71 1.47
H -2.74 4.53 0.21
H -4.68 4.42 2.54
H -4.68 6.00 1.72
H -6.00 5.18 0.01
H -4.77 3.88 -0.28
H -6.98 3.76 1.83
H -5.74 2.54 1.56
H -8.31 2.96 0.12
H -6.89 2.97 -1.02
H -7.97 0.77 -0.81
H -6.28 0.66 -0.31
H -7.54 1.13 2.17
H -8.89 0.53 1.21
H -6.40 -0.34 3.21
H -7.65 -1.62 3.42
H -6.13 -1.97 2.57
H 1.68 1.26 -1.01
H 0.23 2.19 -1.02
C 7.91 0.67 -6.65
C 7.27 1.63 -5.66
C 6.73 0.94 -4.41
C 5.62 -0.08 -4.65
C 4.38 0.48 -5.37
C 3.67 1.57 -4.58
H 7.19 -0.06 -7.04
H 8.31 1.22 -7.50
H 8.74 0.12 -6.19
H 6.48 2.20 -6.15
H 8.02 2.36 -5.35
H 6.38 1.70 -3.70
H 7.56 0.42 -3.90
H 5.31 -0.50 -3.69
H 6.01 -0.92 -5.24
H 3.68 -0.35 -5.53
H 4.65 0.85 -6.36
H 3.36 1.20 -3.60
H 2.78 1.90 -5.11
H 4.31 2.44 -4.43
C 3.82 8.68 5.18
C 3.53 7.48 6.07
C 3.94 6.15 5.44
C 3.21 5.79 4.15
C 1.69 5.72 4.25
C 1.19 4.65 5.22
H 3.25 8.64 4.25
H 3.54 9.61 5.69
H 4.88 8.74 4.93
H 2.47 7.46 6.34
H 4.08 7.60 7.01
H 3.79 5.35 6.18
H 5.02 6.17 5.24
H 3.58 4.82 3.80
H 3.47 6.51 3.37
H 1.28 5.51 3.26
H 1.28 6.69 4.54
H 1.55 3.66 4.92
H 0.10 4.62 5.22
H 1.52 4.84 6.24
C -1.43 -6.58 -3.42
C -1.69 -7.71 -2.44
C -1.29 -9.08 -2.97
C -2.04 -9.54 -4.22
C -3.56 -9.61 -4.08
C -4.03 -10.60 -3.03
H -2.01 -6.69 -4.33
H -1.70 -5.62 -2.97
H -0.37 -6.53 -3.69
H -2.75 -7.71 -2.15
H -1.13 -7.52 -1.52
H -1.41 -9.82 -2.18
H -0.21 -9.07 -3.20
H -1.67 -10.53 -4.51
H -1.79 -8.88 -5.06
H -3.99 -9.90 -5.05
H -3.96 -8.62 -3.85
H -3.67 -11.61 -3.25
H -5.12 -10.64 -2.99
H -3.68 -10.33 -2.03
```

total charge: +1
orbital gap: 7.69 eV

(5)
The following is a quantum chemistry calculation of C5H8O in the gas phase, from OMol25.

```
14
Properties=species:S:1:pos:R:3
C -0.67 0.20 -1.47
C -0.37 -0.61 -0.20
C 1.06 -0.42 0.34
C 0.98 0.67 1.38
O 0.03 1.42 1.43
C -1.22 -0.40 1.02
H -0.50 1.27 -1.29
H -1.72 0.07 -1.76
H -0.05 -0.11 -2.31
H -0.49 -1.69 -0.43
H 1.77 -0.09 -0.44
H 1.47 -1.33 0.80
H 1.78 0.76 2.13
H -2.07 0.26 0.78
```

orbital gap: 8.72 eV

(6)
The following is a quantum chemistry calculation of 2 unconnected molecules or ions with the total composition C9H13N3O at a distorted geometry, from OMol25.

```
26
Properties=species:S:1:pos:R:3
C -2.32 1.37 -0.78
C -1.11 1.50 -1.34
C -1.76 -0.57 -1.29
C -0.16 0.47 2.22
C -0.42 -1.10 1.80
C 1.25 0.81 1.70
C 0.98 -1.54 1.52
C 1.81 -0.52 1.46
C 0.42 -0.19 -2.29
N -2.73 0.06 -0.78
N 1.17 0.56 -2.98
N -0.75 0.21 -1.65
O 2.22 0.03 -3.59
H -3.09 2.10 -0.63
H -0.51 2.38 -1.40
H -1.78 -1.73 -1.52
H -0.94 1.13 1.82
H -0.14 0.41 3.34
H -1.00 -1.53 2.69
H -1.14 -1.22 1.03
H 1.19 1.42 0.82
H 1.80 1.40 2.46
H 1.21 -2.63 1.38
H 2.22 -1.01 -3.47
H 2.87 -0.56 1.49
H 0.71 -1.24 -2.00
```

structure (SMILES): O/N=C/n1ccnc1.C1=CCCC1
orbital gap: 9.77 eV

no.,E_HOMO (eV)
1,-9.0
2,-9.9
3,-8.4
4,-11.2
5,-8.3
6,-9.2